Record 1
Below is C20H41MnN2OP2S as an isolated structure, with properties calculated with ωB97M-V/def2-TZVPD.

Multiplicity: 6
Frontier orbital gap (spin up / spin down): 6.19 / 7.61 eV
Charge: +1
LUMO energy (spin up / spin down): -2.364 / -2.883 eV

Geometry as XYZ:
```
68
Properties=species:S:1:pos:R:3:mulliken_spin:R:1
C 2.43 1.16 -0.22 0.078
H 3.27 -0.91 0.49 0.001
C 0.17 -3.48 1.16 0.011
H -0.14 -1.29 3.84 0.004
H -1.44 -2.05 2.91 -0.002
S 3.60 2.30 0.27 0.008
H -2.60 3.07 -0.44 0.005
H 2.59 -3.48 3.20 0.000
P 0.47 -1.68 1.52 0.065
N -2.00 0.33 1.50 0.122
H -1.43 3.59 -3.77 0.000
H -2.55 -0.31 -2.48 0.015
N 1.27 1.19 0.47 -0.203
H 3.33 -2.66 0.79 -0.001
H 0.04 3.29 -1.08 0.005
H -2.92 -0.10 1.60 -0.005
H -4.06 1.68 -2.55 0.000
O 1.87 -1.19 -2.21 0.122
H -0.38 -0.29 -3.80 -0.003
H 1.61 -2.40 4.23 0.000
H -2.10 4.13 -2.21 0.000
H 2.16 -4.32 0.76 0.000
H -3.47 1.54 -0.60 -0.002
H 3.33 -2.09 3.99 0.000
H 0.86 -4.50 2.97 0.001
C -0.31 2.83 -2.03 0.004
C -0.69 -1.25 2.89 -0.034
C -2.16 0.63 -2.89 0.009
P -1.24 1.33 -1.44 0.063
C -1.40 0.11 2.84 0.029
C -2.52 1.99 -0.28 -0.032
H 1.66 1.94 -2.30 0.001
H -0.78 -3.44 0.59 0.012
C 1.23 -4.11 0.24 0.007
H 1.45 -3.50 -0.65 -0.002
C -3.36 1.46 -3.36 0.004
C 2.50 2.88 1.49 0.004
H -1.56 2.41 1.63 -0.008
C 2.41 -2.44 3.49 0.000
C 1.32 2.18 1.46 0.060
H -0.17 -1.56 -1.65 0.003
H -3.91 0.88 -4.11 -0.001
C -0.05 -4.37 2.38 0.004
H -0.37 -5.36 2.04 -0.001
C 2.17 -1.53 2.27 0.005
H -3.06 2.40 -3.83 0.001
C -2.33 1.76 1.22 0.030
H -0.72 0.94 3.08 -0.008
H -0.60 4.81 -2.82 0.000
H -0.83 -3.99 3.04 0.000
H 2.61 0.46 -1.04 -0.019
C 0.93 2.52 -2.86 0.007
H 2.18 -0.49 2.63 0.005
C 0.87 -1.05 -1.55 0.142
H 1.41 3.46 -3.14 0.001
H 4.26 -1.55 1.80 0.001
C -1.27 0.28 -4.08 0.006
H 2.73 3.68 2.18 0.000
H 0.45 2.32 2.09 0.002
H 0.85 -5.07 -0.12 -0.001
Mn -0.14 -0.25 -0.18 4.490
H -3.29 2.00 1.72 -0.002
C -1.18 3.88 -2.74 0.000
H -0.96 1.17 -4.65 0.000
H -2.21 0.10 3.59 -0.002
H 0.69 1.98 -3.78 -0.002
C 3.31 -1.67 1.27 0.004
H -1.84 -0.34 -4.78 -0.001
```


Record 2
Below is the molecule C5H7N, with properties calculated with ωB97M-V/def2-TZVPD.

SMILES: CCN=c1cc1
Multiplicity: 1
Frontier orbital gap: 9.89 eV
Energy above the lowest of the compared OMol25 structures with the same formula, charge and spin: 73.1 kcal per mole
Charge: 0
LUMO energy: 1.078 eV

Geometry as XYZ:
```
13
Properties=species:S:1:pos:R:3:lowdin_charge:R:1
H 0.88 -0.68 -1.16 0.108
H 0.53 -2.22 2.32 0.085
H 0.44 1.56 -2.17 0.065
H -1.29 1.32 -1.97 0.065
N -0.04 0.58 0.25 0.033
H -0.38 0.28 -3.08 0.062
H -0.87 -0.93 -0.96 0.108
C -0.08 -0.16 -0.99 -0.305
C -0.35 0.81 -2.13 -0.119
C 0.15 0.00 1.33 -0.347
C 0.39 -1.18 2.17 0.085
H 0.32 0.59 3.65 0.092
C 0.30 0.02 2.75 0.068
```


no.,E_tot (hartree)
1,-3203.02246
2,-249.35681